No. 1
Here is C3H5NS3 in the gas phase at a distorted geometry from OMol25. Energies are from ωB97M-V with the def2-TZVPD basis set.

Geometry as XYZ:
```
12
Properties=species:S:1:pos:R:3:lowdin_charge:R:1
S -1.075 0.311 0.619 0.83
S 1.302 -0.388 -1.025 0.91
S -1.428 2.727 -1.150 0.66
N -0.220 1.652 -1.677 -0.45
C 0.042 -0.846 1.390 -0.58
C 0.779 -1.537 0.276 -0.57
C -0.059 0.672 -0.871 -1.06
H -0.562 -1.581 1.976 0.09
H 0.029 -2.264 -0.196 0.10
H 1.626 -2.063 0.760 0.09
H 0.763 -0.331 2.058 0.09
H -1.197 3.647 -2.161 -0.12
```

Total charge: 0
Structure (SMILES): SN=C1SCCS1
Multiplicity: 1

No. 2
Here is 2 unconnected molecules or ions with the total composition C5H12O at a distorted geometry from OMol25. Energies are from ωB97M-V with the def2-TZVPD basis set.

Geometry as XYZ:
```
18
Properties=species:S:1:pos:R:3:lowdin_charge:R:1
O 0.821 1.728 -2.365 0.03
C -0.222 0.628 1.407 -0.14
C -1.484 0.219 2.145 -0.32
C 1.715 -0.326 -3.206 -0.06
C -1.602 -1.315 2.327 -0.13
C 1.673 1.156 -2.997 -0.32
H 0.797 -0.801 -2.846 0.08
H 2.371 -0.902 -2.545 0.08
H -1.540 0.591 3.169 0.09
H 0.002 1.680 1.539 0.06
H 1.961 -0.631 -4.219 0.07
H -1.655 -1.803 1.362 0.06
H 0.728 0.218 1.789 0.07
H -2.334 0.613 1.584 0.10
H -0.907 -1.621 3.100 0.07
H -2.586 -1.578 2.743 0.06
H 2.522 1.767 -3.338 0.11
H -0.260 0.377 0.350 0.06
```

Total charge: 0
Structure (SMILES): CC=O.CCC
Multiplicity: 1

No. 3
Here is a molecular structure, C11H8F3N3O4S2SbScSe4 at a distorted geometry from OMol25. Energies are from ωB97M-V with the def2-TZVPD basis set.

Geometry as XYZ:
```
37
Properties=species:S:1:pos:R:3:lowdin_charge:R:1
Sb -0.200 1.405 -2.265 -0.31
Se -0.631 -1.094 -2.191 0.10
Se 0.929 1.922 -4.359 -0.34
Se 1.388 2.117 -0.377 0.07
Se -2.296 2.585 -1.971 -0.30
Sc 0.790 -0.311 -0.247 0.06
S 3.559 -1.921 3.561 1.02
S 3.125 -1.636 0.328 0.57
F -1.521 -3.758 1.914 0.15
F 0.396 -2.961 2.522 0.13
F -0.146 -2.997 0.430 0.10
O -0.693 -0.494 1.074 -0.14
O 3.209 -3.046 0.609 -0.28
O 2.441 -1.249 -0.934 -0.41
O -2.099 -1.267 2.675 0.10
N 2.336 -0.771 1.350 -0.21
N 1.966 0.093 3.517 0.08
N 8.647 0.320 -0.627 0.08
C 4.760 -1.047 0.095 -0.27
C 5.414 -1.406 -1.084 -0.04
C 5.383 -0.228 1.018 -0.05
C -0.630 -2.796 1.664 -0.55
C 2.343 -0.135 4.825 -0.26
C 6.693 -0.947 -1.321 -0.03
C 3.210 -1.147 5.048 -0.44
C -1.235 -1.381 1.832 -0.52
C 6.668 0.227 0.774 -0.03
C 7.334 -0.123 -0.395 -0.32
C 2.530 -0.770 2.729 -0.69
H 8.893 1.170 -0.146 0.08
H 7.197 -1.207 -2.248 0.11
H 1.942 0.509 5.598 0.10
H 4.908 -2.017 -1.822 0.13
H 3.646 -1.478 5.980 0.05
H 7.152 0.883 1.491 0.11
H 4.861 0.081 1.916 0.10
H 8.911 0.351 -1.597 0.08
```

Total charge: -2
Multiplicity: 1

No. 4
Here is 6 unconnected molecules or ions with the total composition C18H34Cl6O4 at a distorted geometry from OMol25. Energies are from ωB97M-V with the def2-TZVPD basis set.

Geometry as XYZ:
```
62
Properties=species:S:1:pos:R:3:lowdin_charge:R:1
Cl 4.521 3.740 3.540 0.55
Cl 2.047 -0.578 1.503 0.58
Cl 3.798 0.860 -0.418 0.50
Cl 5.219 0.894 3.514 0.56
Cl 1.308 2.011 0.466 0.56
Cl 3.073 1.876 5.268 0.59
O 2.823 -1.849 -5.045 -0.17
O -1.285 1.953 6.766 -0.16
O -1.484 -2.411 -3.848 -0.16
O -2.795 -1.458 -0.087 -0.14
C -2.363 -0.485 -1.095 -0.18
C 4.619 2.246 4.477 -1.52
C 2.705 -1.116 -3.810 -0.20
C -1.897 3.234 6.461 -0.21
C -0.572 -3.657 -2.091 -0.13
C 2.539 -0.970 -6.117 -0.22
C -2.813 -0.807 1.153 -0.22
C -2.621 -3.135 -3.345 -0.18
C -0.363 -3.191 -3.527 -0.23
C 1.362 -0.130 -5.612 -0.15
C -0.195 2.934 4.919 -0.21
C -2.750 0.906 -0.543 -0.15
C 2.598 0.936 0.927 -1.61
C -2.104 -4.026 -2.180 -0.13
C 1.748 0.060 -4.101 -0.14
C -0.049 1.911 6.022 -0.25
C -2.310 0.626 0.881 -0.19
C -1.632 3.363 4.995 -0.20
H 0.071 -4.550 -1.768 0.13
H 2.339 0.978 -4.010 0.10
H 2.366 -1.541 -7.014 0.11
H 3.469 -0.280 -6.283 0.14
H -0.417 -2.860 -1.401 0.08
H 0.451 3.765 5.103 0.10
H 0.456 -0.681 -5.641 0.09
H -2.988 -3.684 -4.229 0.12
H -2.113 -5.069 -2.523 0.10
H -1.311 4.111 6.989 0.15
H -0.258 -4.056 -4.205 0.13
H -2.793 -0.710 -2.025 0.08
H 0.810 0.098 -3.575 0.09
H 0.060 0.876 5.639 0.12
H 2.345 -1.852 -3.074 0.11
H -2.664 -3.913 -1.284 0.08
H 3.157 1.419 1.714 -0.06
H -3.810 -0.857 1.610 0.12
H -3.843 0.998 -0.644 0.12
H 0.481 -2.522 -3.714 0.09
H 5.350 2.345 5.234 -0.01
H 1.180 0.798 -6.148 0.11
H -3.338 -2.359 -2.997 0.11
H -2.635 1.380 1.587 0.10
H -2.195 1.707 -1.111 0.13
H 0.753 2.079 6.748 0.08
H -2.284 2.636 4.478 0.12
H -1.203 0.625 0.865 0.07
H -0.011 2.519 3.938 0.10
H -2.966 3.160 6.849 0.14
H -2.095 -1.285 1.855 0.12
H -1.881 4.402 4.738 0.12
H -1.315 -0.548 -1.229 0.10
H 3.709 -0.864 -3.545 0.10
```

Total charge: 0
Structure (SMILES): ClC(Cl)Cl.ClC(Cl)Cl.C1CCOC1.C1CCOC1.C1CCOC1.C1CCOC1
Multiplicity: 1

No. 5
Here is C6H8OS in the gas phase at a distorted geometry from OMol25. Energies are from ωB97M-V with the def2-TZVPD basis set.

Geometry as XYZ:
```
16
Properties=species:S:1:pos:R:3:lowdin_charge:R:1
S -1.669 0.909 1.237 0.84
O 2.550 1.629 0.090 0.01
C 0.583 0.914 -1.331 -0.08
C -1.675 -0.839 1.173 -0.40
C 1.581 0.816 -0.164 -0.34
C -0.472 -0.187 0.433 -0.75
C -0.394 -0.304 -1.036 -0.21
C 1.061 -0.242 0.837 -0.05
H 1.242 -0.181 1.892 0.11
H -2.304 -1.119 0.314 0.07
H 0.883 0.783 -2.395 0.12
H 1.475 -1.255 0.312 0.17
H -1.563 -1.186 2.232 0.09
H -1.421 -0.353 -1.447 0.12
H 0.053 1.933 -0.961 0.17
H 0.071 -1.317 -1.186 0.13
```

Total charge: 0
Structure (SMILES): O=C1CC[C@@]2(CS2)C1
Multiplicity: 1

no.,frontier orbital gap (hartree)
1,0.322
2,0.405
3,0.182
4,0.360
5,0.354